1.
# C18H57N9O6P3Y

A molecular structure, C18H57N9O6P3Y (wB97M-V/def2-TZVPD, the Open Molecules 2025 dataset).

Each line ends with the Mulliken charge.
CARTESIAN COORDINATES (ANGSTROEM)
Y -1.03 0.08 0.86  1.54
O -1.65 -0.75 -1.07  -0.74
H -2.18 -1.23 -1.73  -0.05
O 0.42 0.69 2.51  -1.04
H 1.24 1.19 2.72  0.07
O -2.92 0.22 1.96  -0.76
H -3.55 0.53 2.64  0.07
O -0.56 -2.21 1.23  -0.62
P -0.37 -3.69 1.42  0.40
N 0.71 -4.07 2.75  0.45
C 2.15 -3.90 2.65  -1.33
C 0.20 -4.01 4.13  -1.21
N 0.20 -4.55 0.05  0.57
C 1.06 -5.86 -0.01  -1.41
C -0.30 -4.03 -1.22  -1.24
N -1.75 -4.68 1.70  0.41
C -1.73 -6.14 1.83  -1.19
C -3.08 -4.25 1.29  -1.12
H 2.64 -4.67 3.26  0.46
H 2.37 -2.92 3.08  0.30
H 2.40 -4.01 1.60  0.25
H -0.85 -4.28 4.22  0.31
H 0.46 -3.03 4.53  0.29
H 0.70 -4.78 4.70  0.40
H 1.77 -5.97 -0.83  0.50
H 1.59 -6.01 0.93  0.21
H 0.41 -6.71 -0.20  0.36
H 0.34 -3.22 -1.57  0.21
H -0.41 -4.84 -1.94  0.49
H -1.34 -3.73 -1.06  0.20
H -2.69 -6.48 2.22  0.49
H -1.46 -6.66 0.91  0.16
H -1.09 -6.37 2.68  0.28
H -3.34 -4.65 0.31  0.38
H -3.11 -3.19 1.05  0.20
H -3.81 -4.51 2.06  0.36
O 0.95 -0.11 -0.27  0.78
P 2.17 0.09 -1.05  0.52
N 2.56 1.69 -1.12  1.06
C 3.43 2.22 -2.20  -1.91
C 2.25 2.66 -0.05  -1.14
N 1.98 -0.32 -2.70  0.82
C 2.18 -1.70 -3.18  -2.22
C 1.00 0.38 -3.51  -0.68
N 3.60 -0.72 -0.54  1.18
C 3.81 -0.96 0.88  -0.95
C 4.86 -0.70 -1.34  -1.96
H 2.71 2.83 -2.73  0.30
H 3.96 1.44 -2.75  0.24
H 4.10 2.93 -1.72  0.42
H 3.18 3.16 0.19  0.39
H 1.99 2.10 0.86  -0.40
H 1.39 3.29 -0.29  0.27
H 2.36 -2.42 -2.37  0.37
H 1.38 -2.05 -3.83  0.40
H 3.08 -1.75 -3.79  0.74
H 1.14 1.45 -3.34  -0.28
H 1.12 0.14 -4.57  0.65
H 0.05 0.01 -3.12  0.18
H 2.86 -1.28 1.30  -0.26
H 4.58 -1.70 1.11  0.50
H 4.01 0.02 1.31  0.36
H 4.68 -0.83 -2.41  0.16
H 5.52 -1.50 -1.02  0.86
H 5.38 0.23 -1.14  0.03
O -1.05 2.23 -0.22  -0.86
P -1.70 3.56 -0.15  0.77
N -3.30 3.61 -0.83  0.57
C -3.86 2.51 -1.62  -0.96
C -4.25 4.73 -0.70  -1.25
N -0.95 4.73 -1.13  0.97
C -1.15 6.21 -0.93  -1.42
C -0.47 4.41 -2.48  -1.18
N -1.90 4.21 1.40  0.32
C -0.65 4.56 2.13  -1.01
C -3.03 3.89 2.23  -1.19
H -4.09 2.68 -2.67  0.31
H -4.76 2.09 -1.17  0.34
H -3.16 1.68 -1.56  0.04
H -4.36 5.41 -1.54  0.25
H -3.94 5.26 0.20  0.31
H -5.26 4.40 -0.45  0.40
H -0.16 6.67 -0.98  0.36
H -1.80 6.55 -1.74  0.31
H -1.58 6.40 0.06  0.31
H 0.32 3.66 -2.34  0.10
H -1.30 4.12 -3.12  0.28
H -0.12 5.30 -2.99  0.40
H -0.46 3.72 2.80  0.28
H 0.17 4.70 1.42  0.24
H -0.81 5.48 2.69  0.31
H -3.55 4.73 2.68  0.32
H -2.81 3.23 3.06  0.35
H -3.79 3.33 1.69  0.31

As for the HOMO energy (alpha / beta): 0.944 / -5.638 eV. As for the expectation value of S²: 0.750. The orbital gap (alpha / beta) comes out at 1.49 / 8.07 eV. Its net charge is -1. Its spin multiplicity is 2.

---

2.
# C18H58O15P

12 unconnected molecules or ions with the total composition C18H58O15P (wB97M-V/def2-TZVPD, the Open Molecules 2025 dataset).

Each line ends with the Mulliken charge.
CARTESIAN COORDINATES (ANGSTROEM)
P -0.13 0.11 -0.39  -0.98
O -0.22 -0.85 -1.41  0.30
O -0.87 -0.48 0.91  0.66
O -0.86 1.33 -0.66  -0.16
O 1.29 0.37 -0.02  0.73
C 4.39 -2.78 -0.68  -2.03
C 3.64 -1.45 -0.73  -0.03
O 3.10 -1.07 0.47  -0.71
H 3.77 -3.44 -0.17  0.27
H 5.35 -2.50 -0.25  0.44
H 4.59 -3.24 -1.51  0.54
H 2.81 -1.56 -1.39  0.00
H 4.25 -0.82 -1.04  0.91
H 2.38 -0.40 0.26  0.53
C 0.82 5.46 -0.41  -1.80
C 0.50 3.92 -0.36  0.15
O -0.85 3.83 -0.35  -0.69
H 0.57 5.93 0.64  0.23
H 0.49 6.07 -1.28  0.36
H 1.77 5.57 -0.56  0.62
H 0.99 3.36 0.41  0.16
H 0.95 3.56 -1.11  0.39
H -0.90 2.85 -0.51  0.55
C -5.27 0.18 -0.18  -1.92
C -3.78 0.26 0.01  1.54
O -3.33 -0.52 1.05  -0.65
H -5.48 -0.77 -0.36  0.51
H -5.63 1.02 -0.83  0.35
H -5.72 0.34 0.82  0.35
H -3.49 1.33 0.03  -0.29
H -3.14 -0.21 -0.75  -0.46
H -2.29 -0.66 1.06  -0.06
C 1.19 -5.15 -0.35  -1.60
C 0.63 -3.78 -0.27  1.71
O 0.32 -3.24 -1.63  -0.64
H 1.63 -5.44 0.78  0.20
H 2.02 -5.20 -1.11  0.34
H 0.41 -5.89 -0.67  0.45
H 1.42 -2.94 0.10  -0.28
H -0.45 -3.85 0.16  -0.52
H 0.13 -2.30 -1.55  -0.01
C 5.11 2.84 -0.63  -1.52
C 3.82 2.16 -0.12  -0.13
O 3.06 1.69 -1.23  -0.58
H 5.59 2.53 0.29  0.45
H 4.81 3.80 -1.01  0.32
H 5.57 2.34 -1.56  0.23
H 4.16 1.44 0.76  -0.03
H 3.34 2.88 0.19  0.58
H 2.25 1.30 -0.79  0.01
C -1.59 -4.25 3.19  -1.18
C -1.64 -2.84 2.52  0.35
O -0.36 -2.20 2.62  -0.65
H -1.28 -3.90 4.21  0.31
H -0.84 -4.96 2.79  0.24
H -2.66 -4.70 3.47  0.27
H -2.50 -2.23 2.86  0.24
H -2.04 -3.08 1.41  -0.27
H -0.49 -1.46 2.12  0.36
C -2.51 2.87 3.63  -2.28
C -1.59 2.10 2.59  0.90
O -1.51 0.80 2.90  -0.74
H -2.10 2.83 4.61  0.47
H -3.43 2.66 3.50  0.52
H -2.31 3.87 3.62  0.60
H -0.70 2.60 2.47  0.14
H -2.04 2.23 1.61  -0.25
H -1.26 0.13 2.25  0.54
C -2.86 -2.65 -1.49  0.20
O -2.30 -1.97 -2.59  -0.54
H -3.96 -2.58 -1.34  0.29
H -2.16 -2.35 -0.67  -0.54
H -2.49 -3.72 -1.50  0.22
H -1.73 -1.48 -2.34  0.04
C 1.20 0.50 -3.77  -0.17
O 0.19 -0.43 -3.74  -0.65
H 1.07 1.32 -3.16  -0.12
H 1.45 0.89 -4.82  0.31
H 2.11 -0.06 -3.31  0.08
H 0.10 -0.51 -2.78  0.08
C -2.60 1.39 -3.47  -0.74
O -1.81 2.29 -2.87  -0.61
H -2.44 0.36 -3.08  0.14
H -2.75 1.47 -4.34  0.87
H -3.70 1.69 -3.14  0.12
H -1.47 1.85 -2.05  0.28
C 1.73 0.79 3.02  -0.29
O 1.70 1.78 2.04  -0.61
H 1.13 1.31 3.84  0.17
H 1.51 -0.27 2.53  -0.07
H 2.85 0.68 3.35  0.24
H 1.41 1.34 1.19  -0.08

As for the HOMO energy: -0.319 eV. The orbital gap comes out at 7.04 eV. Its net charge is -3. The value obtained for the energy above the lowest of the compared OMol25 structures with the same formula, charge and spin is 79.8 kcal per mole.

---

3.
# C18H5CuF5N4O3S3Se

A molecular structure, C18H5CuF5N4O3S3Se (wB97M-V/def2-TZVPD, the Open Molecules 2025 dataset).

Each line ends with the Mulliken charge.
CARTESIAN COORDINATES (ANGSTROEM)
Cu 2.19 0.73 -1.42  -0.23
S 4.45 0.63 -0.94  -0.28
C 4.82 -0.98 -1.47  0.52
C 6.22 -1.38 -1.41  -0.06
N 7.33 -1.68 -1.38  -0.53
C 3.89 -1.83 -1.94  0.44
S 2.20 -1.42 -2.05  -0.15
C 4.27 -3.17 -2.36  -0.09
N 4.57 -4.23 -2.71  -0.53
N -0.61 1.94 -2.08  -0.09
C 0.14 1.09 -1.87  0.25
H -1.23 2.72 -2.21  0.31
O 2.16 5.70 2.39  -0.68
S 1.19 5.11 1.50  1.19
O 0.01 5.89 1.21  -0.68
N 1.88 4.58 0.15  -0.63
C 1.79 3.26 0.03  0.37
O 2.21 2.63 -0.97  -0.58
C 1.09 2.58 1.19  0.75
C 0.79 1.25 1.39  -0.17
C 0.07 0.90 2.53  -1.09
C -0.32 1.87 3.45  -0.37
C -0.01 3.21 3.25  -0.65
C 0.70 3.53 2.11  -0.30
H 1.08 0.47 0.70  0.93
H -0.21 -0.14 2.67  0.46
H -0.89 1.57 4.33  0.37
H -0.31 3.97 3.96  0.40
F -6.07 -5.18 -1.11  -0.33
C -5.12 -4.24 -0.90  0.51
C -3.96 -4.54 -0.22  -0.02
F -3.78 -5.79 0.24  -0.32
C -3.00 -3.56 -0.01  0.74
F -1.91 -3.95 0.66  -0.30
C -3.14 -2.25 -0.45  -0.69
Se -1.83 -0.91 -0.13  -0.41
C -4.33 -1.99 -1.14  0.52
F -4.59 -0.77 -1.63  -0.31
C -5.30 -2.95 -1.36  0.05
F -6.43 -2.64 -2.02  -0.32

As for the HOMO energy (alpha / beta): -2.194 / -2.195 eV. As for the expectation value of S²: 0.756. The orbital gap (alpha / beta) comes out at 6.46 / 5.71 eV. Its net charge is -2. Its spin multiplicity is 2. The value obtained for the energy above the lowest of the compared OMol25 structures with the same formula, charge and spin is 18.5 kcal per mole.

---

| no. | largest force on an atom (Eh/bohr) |
| --- | --- |
| 1 | 0.061 |
| 2 | 0.345 |
| 3 | 0.016 |